Entry 1:
DFT (wB97M-V/def2-TZVPD) results for a cluster of 2 separate species, C6H14 in total.

The calculation puts the energy at -6447.3393 eV. The value obtained for the LUMO energy is 1.1696 eV. The value obtained for the maximum force is 1.02 eV/A. Its relative energy (zero: lowest compared OMol25 entry of this formula, charge and spin) is 2.070 eV. The calculation puts the HOMO energy at -0.3138 Eh.

Last column: natural (NBO) charge in e.
Geometry (Å):
1 C -0.799 1.063 -0.657  -0.23
2 C -0.723 -1.282 0.158  -0.67
3 C 2.275 -0.871 0.520  -0.61
4 C 1.439 0.019 -0.407  -0.44
5 C -0.076 -0.002 -0.291  0.06
6 C -2.303 1.152 -0.594  -0.65
7 H -2.696 1.016 0.426  0.21
8 H 1.788 1.055 -0.309  0.21
9 H 1.654 -0.286 -1.437  0.21
10 H 3.337 -0.748 0.272  0.21
11 H -2.771 0.385 -1.222  0.21
12 H 2.042 -1.933 0.394  0.20
13 H -0.138 -1.822 0.911  0.22
14 H -2.655 2.128 -0.942  0.22
15 H -0.261 1.955 -0.981  0.20
16 H 2.156 -0.624 1.581  0.21
17 H -0.214 0.969 1.446  0.03
18 H 0.082 0.618 2.047  -0.05
19 H -1.729 -1.131 0.562  0.22
20 H -0.810 -1.929 -0.722  0.23

Cartesian forces (eV/Å) of the 3 atoms listed first:
C 0.14 -0.21 -0.13
C -0.05 -0.04 -0.06
C -0.04 -0.05 0.05



Entry 2:
DFT (wB97M-V/def2-TZVPD) results for a structure of composition C6H14AgN4O8.

The spin multiplicity is 2. The calculation puts the energy at -32780.0092 eV. As for the expectation value of S²: 0.750. The value obtained for the LUMO energy (spin up / spin down) is 4.2920 / 4.2500 eV. The value obtained for the maximum force is 5.75 eV/A. The calculation puts the HOMO energy (spin up / spin down) at 0.1020 / -0.0862 Eh. As for the net charge: -2.

Last column: natural (NBO) charge in e.
Geometry (Å):
1 Ag 0.250 0.537 -0.854  0.90
2 O 1.793 0.541 -3.110  -0.55
3 O 0.478 1.013 1.428  -0.73
4 O -1.787 1.881 -1.104  -0.58
5 O -0.482 2.203 -2.713  -0.60
6 O 2.622 -0.383 -1.474  -0.57
7 O -2.311 3.284 -2.531  -0.50
8 O 2.870 -1.203 -3.413  -0.58
9 O -0.347 -1.694 -1.173  -0.67
10 N 1.045 2.905 2.326  -0.58
11 N -1.433 -3.619 -1.670  -0.61
12 N 2.447 -0.372 -2.654  0.73
13 N -1.553 2.512 -2.095  0.73
14 C -0.281 1.432 3.642  -0.89
15 C 0.948 -3.692 -1.139  -0.70
16 C -2.695 -2.911 -1.893  -0.43
17 C -0.306 -2.944 -1.344  0.67
18 C 1.277 3.784 3.460  -1.01
19 C 0.435 1.780 2.400  0.66
20 H 1.506 3.199 1.477  0.41
21 H -2.488 -2.051 -2.531  0.24
22 H -1.323 -4.613 -1.815  0.39
23 H 1.765 -3.342 -1.771  0.28
24 H 1.066 -3.645 -0.057  0.24
25 H 1.865 4.648 3.149  0.18
26 H 1.749 3.347 4.340  0.15
27 H 0.863 -4.737 -1.438  0.18
28 H 0.155 1.628 4.622  0.22
29 H -0.551 0.385 3.499  0.23
30 H 0.434 4.353 3.853  0.17
31 H -1.305 1.763 3.813  0.24
32 H -3.559 -3.469 -2.253  0.19
33 H -3.148 -2.522 -0.981  0.20

Cartesian forces (eV/Å) of the 3 atoms listed first:
Ag 0.26 0.65 -0.39
O -1.85 2.45 -1.41
O -0.55 -0.52 0.46



Entry 3:
DFT (wB97M-V/def2-TZVPD) results for a structure of composition C6H14AlO4PbS.

The calculation puts the energy at -37308.0457 eV. The value obtained for the LUMO energy is -7.9573 eV. The value obtained for the maximum force is 2.38 eV/A. The calculation puts the HOMO energy at -0.4213 Eh. As for the net charge: +1.

Last column: natural (NBO) charge in e.
Geometry (Å):
1 Pb -2.292 -3.042 -2.266  1.61
2 S -2.705 -1.217 0.045  2.09
3 Al -1.140 1.253 1.241  1.66
4 O 0.581 1.412 1.550  -0.94
5 O -2.403 -0.615 -1.233  -0.93
6 O -1.043 1.887 -0.391  -0.93
7 O -4.082 -1.405 0.299  -0.85
8 C 1.121 2.067 0.416  -0.10
9 C -1.839 -0.726 1.385  -1.13
10 C 0.301 1.622 -0.767  0.06
11 C 2.021 -0.338 -0.982  -0.41
12 C 0.573 0.142 -1.138  -0.40
13 C 2.344 -0.955 0.384  -0.61
14 H 2.691 0.484 -1.197  0.22
15 H 3.054 -0.348 0.930  0.23
16 H 2.774 -1.944 0.271  0.20
17 H 0.265 -0.004 -2.173  0.19
18 H -0.048 -0.528 -0.545  0.14
19 H -2.169 -2.586 -0.362  -0.33
20 H -0.923 -1.315 1.440  0.30
21 H 2.160 -1.110 -1.734  0.19
22 H -2.452 -0.966 2.245  0.31
23 H -1.906 2.015 2.404  -0.33
24 H 2.196 1.953 0.304  0.17
25 H 1.458 -1.038 1.003  0.19
26 H 0.949 3.136 0.556  0.19
27 H 0.516 2.167 -1.685  0.19

Cartesian forces (eV/Å) of the 3 atoms listed first:
Pb -0.02 1.20 -0.18
S -0.72 1.17 1.37
Al 0.75 2.16 0.67



Entry 4:
DFT (wB97M-V/def2-TZVPD) results for a structure of composition C6H14AlO5.

The calculation puts the energy at -23285.3499 eV. The value obtained for the LUMO energy is 2.7276 eV. The value obtained for the maximum force is 0.29 eV/A. Its relative energy (zero: lowest compared OMol25 entry of this formula, charge and spin) is 0.000 eV. The calculation puts the HOMO energy at -0.1743 Eh. As for the net charge: -1.

Last column: natural (NBO) charge in e.
Geometry (Å):
1 Al 0.164 -0.309 2.397  1.66
2 O -1.344 0.301 -0.033  -0.55
3 O 0.131 1.886 -5.378  -0.74
4 O 1.862 -0.783 2.699  -0.94
5 O -0.618 0.431 -2.239  -0.56
6 O -0.461 -1.619 3.430  -0.94
7 C -1.673 0.085 -1.344  0.25
8 C 1.913 -1.344 3.979  -0.08
9 C 0.299 1.777 -3.960  -0.08
10 C -0.221 -0.490 0.440  -0.63
11 C 0.467 -1.739 4.474  -0.09
12 C -0.982 1.304 -3.282  -0.08
13 H 2.335 -0.636 4.712  0.13
14 H -1.921 -0.975 -1.521  0.13
15 H -2.544 0.713 -1.564  0.14
16 H 1.082 1.063 -3.699  0.18
17 H -1.558 2.147 -2.878  0.16
18 H 0.601 2.757 -3.585  0.17
19 H -0.138 1.174 2.993  -0.48
20 H 2.572 -2.226 3.975  0.13
21 H 0.462 -2.769 4.859  0.14
22 H 0.199 -1.082 5.318  0.13
23 H -0.409 -1.541 0.164  0.16
24 H 0.674 -0.186 -0.118  0.18
25 H 0.709 1.258 -5.803  0.47
26 H -1.602 0.802 -4.038  0.16

Cartesian forces (eV/Å) of the 3 atoms listed first:
Al 0.14 0.08 -0.11
O 0.07 0.13 -0.02
O -0.11 0.23 0.13



Entry 5:
DFT (wB97M-V/def2-TZVPD) results for a structure of composition C6H14BeN3.

The calculation puts the energy at -11319.9894 eV. The value obtained for the LUMO energy (spin up / spin down) is 3.4822 / 3.3895 eV. The value obtained for the maximum force is 2.04 eV/A. Its relative energy (zero: lowest compared OMol25 entry of this formula, charge and spin) is 0.000 eV. The calculation puts the HOMO energy (spin up / spin down) at -0.0583 / 0.0103 Eh. As for the net charge: -1.

Last column: natural (NBO) charge in e.
Geometry (Å):
1 N 2.121 0.660 0.909  -0.85
2 N -0.422 -0.937 0.778  -1.49
3 N 0.206 1.945 0.471  -0.91
4 C 1.250 4.136 1.839  -0.34
5 C -0.389 3.186 0.357  -0.06
6 C 1.917 2.909 1.864  -0.33
7 C 1.231 -0.044 -2.187  -0.94
8 C 0.151 4.294 0.976  -0.26
9 C 1.423 1.872 1.089  0.34
10 Be -0.882 0.708 0.649  1.11
11 H -0.313 5.271 0.827  0.20
12 H 2.825 2.728 2.442  0.19
13 H -0.917 -1.446 1.521  0.38
14 H 0.941 -0.757 -1.429  0.20
15 H 0.572 -0.869 1.051  0.41
16 H 2.995 0.625 1.433  0.37
17 H -0.490 -1.467 -0.098  0.31
18 H 1.225 -0.578 -3.177  0.21
19 H 2.370 0.539 -0.081  0.38
20 H 1.589 4.961 2.460  0.19
21 H 2.279 0.303 -2.054  0.18
22 H -1.836 1.004 1.527  -0.69
23 H 0.577 0.810 -2.242  0.22
24 H -1.315 3.218 -0.224  0.19

Cartesian forces (eV/Å) of the 3 atoms listed first:
N 0.53 -0.57 -0.32
N 0.49 0.41 -0.01
N -0.46 -1.47 -0.63



Entry 6:
DFT (wB97M-V/def2-TZVPD) results for a cluster of 2 separate species, C6H14Br in total.

The spin multiplicity is 2. The calculation puts the energy at -76490.4070 eV. As for the expectation value of S²: 0.753. The value obtained for the LUMO energy (spin up / spin down) is 1.1241 / -3.4098 eV. The value obtained for the maximum force is 1.06 eV/A. Its relative energy (zero: lowest compared OMol25 entry of this formula, charge and spin) is 0.000 eV. The calculation puts the HOMO energy (spin up / spin down) at -0.3972 / -0.3960 Eh.

Last column: natural (NBO) charge in e.
Geometry (Å):
1 Br 3.764 -1.969 2.510  -0.04
2 C 1.646 0.694 -0.177  -0.40
3 C -3.348 0.251 -0.118  -0.61
4 C -0.820 0.491 -0.208  -0.39
5 C 0.486 -0.269 -0.097  -0.39
6 C -1.998 -0.468 -0.059  -0.39
7 C 2.940 -0.080 -0.140  -0.57
8 H 3.016 -0.870 -0.889  0.21
9 H 2.969 -0.614 0.834  0.18
10 H 0.533 -1.013 -0.914  0.20
11 H 0.565 -0.819 0.851  0.20
12 H -3.474 0.815 -1.043  0.20
13 H -4.196 -0.438 -0.096  0.21
14 H 3.795 0.597 -0.198  0.21
15 H 1.564 1.320 -1.072  0.20
16 H -3.495 1.001 0.656  0.20
17 H -0.916 1.218 0.625  0.19
18 H -0.909 1.023 -1.165  0.20
19 H 1.624 1.343 0.710  0.20
20 H -1.729 -1.017 0.867  0.20
21 H -2.016 -1.196 -0.878  0.19

Cartesian forces (eV/Å) of the 3 atoms listed first:
Br 0.02 -0.05 0.06
C 0.26 -0.34 0.18
C -0.30 -0.06 0.24



Entry 7:
DFT (wB97M-V/def2-TZVPD) results for a cluster of 2 separate species, C6H14Br2N3 in total.

The calculation puts the energy at -150995.0981 eV. The value obtained for the LUMO energy is -3.4088 eV. The value obtained for the maximum force is 8.01 eV/A. Its relative energy (zero: lowest compared OMol25 entry of this formula, charge and spin) is 0.000 eV. The calculation puts the HOMO energy at -0.4773 Eh. As for the net charge: +1.

Last column: natural (NBO) charge in e.
Geometry (Å):
1 Br 0.577 -1.077 -0.480  -0.11
2 Br 1.604 1.540 1.402  -0.08
3 N -1.652 0.705 0.989  -0.56
4 N 0.323 1.649 -1.257  -0.41
5 N -0.729 -0.613 2.728  -0.56
6 C -1.293 0.671 2.183  0.27
7 C 0.566 2.146 -0.181  0.14
8 C 1.801 0.326 -2.659  -0.45
9 C 0.521 0.411 -1.832  -0.04
10 C -1.122 -1.037 3.992  -0.49
11 C 1.915 -1.028 -3.394  -0.63
12 H 2.883 -1.152 -4.007  0.24
13 H -0.376 0.082 -2.493  0.25
14 H 1.073 -1.239 -4.049  0.21
15 H -0.946 -1.384 2.134  0.46
16 H 1.788 1.172 -3.350  0.24
17 H -2.150 -1.460 4.138  0.26
18 H 0.216 3.174 0.109  0.22
19 H -0.515 -1.978 4.330  0.26
20 H 2.152 -1.935 -2.804  0.23
21 H -1.208 1.466 2.858  0.20
22 H -2.057 1.512 0.524  0.41
23 H 0.285 -0.460 2.690  0.46
24 H 2.718 0.307 -2.139  0.23
25 H -0.867 -0.352 4.950  0.26

Cartesian forces (eV/Å) of the 3 atoms listed first:
Br 0.07 -0.43 -0.16
Br 0.23 -0.04 -0.28
N -0.35 -1.50 0.98



Entry 8:
DFT (wB97M-V/def2-TZVPD) results for a structure of composition C6H14BrO4P.

The calculation puts the energy at -93968.1859 eV. The value obtained for the LUMO energy (spin up / spin down) is -0.2984 / 0.2873 eV. The value obtained for the maximum force is 3.88 eV/A. Its relative energy (zero: lowest compared OMol25 entry of this formula, charge and spin) is 2.232 eV. The calculation puts the HOMO energy (spin up / spin down) at -0.2794 / -0.2931 Eh.

Last column: natural (NBO) charge in e.
Geometry (Å):
1 Br -3.113 -1.134 0.290  0.07
2 P -0.547 0.308 -0.513  2.37
3 O -3.581 1.216 -1.333  -0.64
4 O 0.137 1.620 0.118  -0.82
5 O -1.123 0.431 -1.840  -1.15
6 O 0.648 -0.790 -0.504  -0.82
7 C 1.949 1.606 1.569  -0.63
8 C -1.646 -0.116 0.820  -0.85
9 C 1.476 1.906 0.131  -0.06
10 C -2.852 1.860 -0.439  0.07
11 C 0.222 -1.993 -1.126  -0.08
12 C 0.458 -3.135 -0.204  -0.63
13 H -0.376 -3.334 0.332  0.21
14 H 2.116 1.162 -0.417  0.19
15 H -3.126 1.026 -2.158  0.53
16 H -3.452 2.065 0.471  0.18
17 H 1.681 2.891 -0.267  0.18
18 H -2.033 2.619 -0.730  0.20
19 H 2.975 1.664 1.819  0.21
20 H 1.803 0.558 1.726  0.21
21 H 0.944 -2.033 -1.897  0.18
22 H 1.313 -3.134 0.386  0.22
23 H -1.778 0.290 1.777  0.23
24 H -0.778 -1.888 -1.464  0.20
25 H 0.589 -4.081 -0.748  0.21
26 H 1.341 2.126 2.354  0.20

Cartesian forces (eV/Å) of the 3 atoms listed first:
Br -0.36 -1.14 0.23
P 0.95 -0.06 3.00
O -0.43 0.67 0.66